Arrangement a

{"formula": "C4H12N2O", "method": "ωB97M-V/def2-TZVPD", "molar_mass_g_mol": 104.2, "smiles": "C[C@@H](CO)NCN", "orbital_gap_ev": 9.395, "e_homo_ev": -8.48, "species": ["C", "C", "C", "O", "N", "C", "N", "H", "H", "H", "H", "H", "H", "H", "H", "H", "H", "H", "H"], "xyz": [[1.294, -0.155, 1.026], [0.862, -0.120, -0.491], [0.968, -1.465, -1.130], [2.093, -2.294, -1.180], [-0.617, 0.368, -0.568], [-1.539, 1.533, -0.093], [-2.360, 1.068, 1.225], [0.975, -0.953, 1.691], [2.333, -0.355, 1.131], [1.076, 0.699, 1.554], [1.645, 0.577, -1.032], [0.761, -1.406, -2.211], [0.058, -2.001, -0.694], [2.290, -2.685, -0.371], [-1.151, -0.305, -1.090], [-0.858, 2.382, 0.121], [-2.284, 1.929, -0.865], [-3.304, 1.364, 0.994], [-2.240, 1.819, 1.984]]}

***

Arrangement b

{"formula": "C4H12N2O", "method": "ωB97M-V/def2-TZVPD", "molar_mass_g_mol": 104.2, "orbital_gap_ev": 5.785, "e_homo_ev": -7.97, "species": ["C", "C", "C", "O", "N", "C", "N", "H", "H", "H", "H", "H", "H", "H", "H", "H", "H", "H", "H"], "xyz": [[-0.069, 0.604, -0.788], [-1.535, 0.407, -0.402], [-1.736, -0.529, 0.784], [-2.282, -1.763, 0.407], [0.649, 1.210, 0.283], [2.021, 0.950, 0.320], [2.608, -0.316, 0.155], [-0.002, 1.245, -1.680], [0.337, -0.286, -1.205], [-1.826, 1.444, -0.155], [-2.197, 0.099, -1.188], [-0.779, -0.784, 1.268], [-2.225, -0.079, 1.648], [-3.122, -1.626, -0.038], [1.203, -1.837, 0.556], [2.389, 1.437, 1.222], [2.318, 1.584, -0.538], [2.745, -0.592, -0.827], [1.503, -1.170, 0.175]]}

***

Arrangement c

{"formula": "C4H12N2O", "method": "ωB97M-V/def2-TZVPD", "molar_mass_g_mol": 104.2, "smiles": "C[C@@H](O)[C@@H](N)CN", "orbital_gap_ev": 10.241, "e_homo_ev": -9.35, "species": ["C", "C", "O", "C", "N", "C", "N", "H", "H", "H", "H", "H", "H", "H", "H", "H", "H", "H", "H"], "xyz": [[-0.755, 0.212, -1.883], [-1.060, 0.501, -0.399], [-1.814, -0.629, 0.153], [0.260, 0.574, 0.423], [-0.004, 1.153, 1.907], [1.281, -0.473, 0.495], [1.953, -1.158, -0.661], [-1.422, -0.449, -2.346], [-0.859, 1.012, -2.580], [0.138, -0.384, -2.146], [-1.835, 1.325, -0.193], [-1.284, -1.012, 0.812], [0.897, 1.511, -0.020], [-0.943, 1.511, 1.751], [-0.060, 0.396, 2.460], [0.933, -1.429, 1.029], [2.006, -0.001, 1.124], [2.789, -1.843, -0.356], [2.155, -0.453, -1.286]]}

***

Which structure is the most stable? The one labeled arrangement c.

***

Arrangement a

{"formula": "C4H12N2O", "method": "ωB97M-V/def2-TZVPD", "molar_mass_g_mol": 104.2, "smiles": "CC(C)(O)CNN", "orbital_gap_ev": 9.294, "e_homo_ev": -8.52, "species": ["C", "C", "C", "O", "C", "N", "N", "H", "H", "H", "H", "H", "H", "H", "H", "H", "H", "H", "H"], "xyz": [[-0.428, -1.232, -1.068], [-0.380, -0.342, 0.170], [-1.840, -0.253, 0.820], [0.487, -0.955, 1.121], [0.036, 1.108, -0.115], [1.358, 1.252, -0.866], [2.476, 0.760, -0.107], [-0.858, -2.208, -0.821], [0.578, -1.431, -1.452], [-1.025, -0.780, -1.865], [-2.123, -1.239, 1.203], [-1.865, 0.429, 1.677], [-2.582, 0.065, 0.082], [0.462, -0.421, 1.933], [-0.716, 1.605, -0.735], [0.137, 1.674, 0.818], [1.299, 0.770, -1.767], [2.293, -0.173, 0.288], [2.690, 1.372, 0.682]]}

***

Arrangement b

{"formula": "C4H12N2O", "method": "ωB97M-V/def2-TZVPD", "molar_mass_g_mol": 104.2, "smiles": "C[C@H](N)CNCO", "orbital_gap_ev": 9.803, "e_homo_ev": -8.80, "species": ["C", "C", "N", "C", "N", "C", "O", "H", "H", "H", "H", "H", "H", "H", "H", "H", "H", "H", "H"], "xyz": [[-2.531, -0.323, 0.430], [-1.195, 0.394, 0.314], [-1.173, 1.324, -0.786], [-0.023, -0.602, 0.290], [1.262, 0.063, 0.422], [2.336, -0.455, -0.431], [3.522, 0.245, -0.170], [-2.694, -1.092, -0.330], [-3.338, 0.412, 0.307], [-2.634, -0.784, 1.406], [-1.100, 1.025, 1.212], [-1.339, 0.926, -1.702], [-0.361, 1.918, -0.770], [-0.174, -1.357, 1.067], [-0.093, -1.095, -0.689], [1.572, 0.008, 1.388], [1.993, -0.311, -1.453], [2.597, -1.483, -0.183], [3.373, 1.186, -0.322]]}

***

Which structure is the most stable? The one labeled arrangement b.

***

Arrangement a

{"formula": "C4H7ClOS", "method": "ωB97M-V/def2-TZVPD", "molar_mass_g_mol": 138.6, "orbital_gap_ev": 9.243, "e_homo_ev": -8.98, "species": ["C", "C", "C", "C", "O", "S", "Cl", "H", "H", "H", "H", "H", "H", "H"], "xyz": [[-0.113, 1.265, -2.310], [-1.150, 0.747, -1.598], [0.951, -0.988, 1.963], [0.694, -0.317, 0.593], [-1.873, -0.376, 1.096], [-0.937, 0.627, 0.657], [-2.734, 0.255, -1.989], [-0.265, 1.385, -3.392], [0.827, 1.448, -1.761], [1.505, -1.992, 1.745], [1.478, -0.225, 2.613], [-0.191, -1.167, 2.407], [0.425, -0.968, -0.268], [1.384, 0.306, 0.244]]}

***

Arrangement b

{"formula": "C4H7ClOS", "method": "ωB97M-V/def2-TZVPD", "molar_mass_g_mol": 138.6, "orbital_gap_ev": 7.608, "e_homo_ev": -9.19, "species": ["C", "C", "C", "C", "H", "H", "H", "H", "H", "H", "H", "O", "S", "Cl"], "xyz": [[-0.542, 1.520, -0.492], [0.066, 0.202, -0.800], [-0.400, -1.195, -0.315], [0.959, -0.640, 0.094], [0.355, 2.314, -0.297], [-1.068, 2.155, -1.312], [-1.332, 1.436, 0.458], [-0.417, -1.968, -1.020], [-2.406, -0.444, 1.150], [1.769, -1.149, -0.273], [2.944, -0.886, 2.299], [-1.243, -1.417, 0.917], [0.854, -0.187, 2.118], [0.460, 0.259, -2.528]]}

***

Which structure is the most stable? The one labeled arrangement a.

***

Arrangement a

{"formula": "C4H6F2O", "method": "ωB97M-V/def2-TZVPD", "molar_mass_g_mol": 108.1, "orbital_gap_ev": 9.994, "e_homo_ev": -10.31, "species": ["C", "C", "C", "C", "H", "H", "H", "H", "H", "H", "O", "F", "F"], "xyz": [[1.023, 1.568, 0.087], [0.280, 0.270, -0.245], [1.162, -0.955, 0.169], [-1.054, -0.128, 0.359], [0.466, 2.367, -0.255], [1.369, 1.846, 1.201], [2.003, 1.776, -0.423], [0.001, 0.452, -1.274], [0.505, -1.992, 0.741], [-1.113, -0.308, 1.364], [2.473, -0.640, -0.134], [-1.979, 0.841, -0.072], [-1.519, -1.235, -0.206]]}

***

Arrangement b

{"formula": "C4H6F2O", "method": "ωB97M-V/def2-TZVPD", "molar_mass_g_mol": 108.1, "smiles": "O=CC(CF)CF", "orbital_gap_ev": 11.067, "e_homo_ev": -10.46, "species": ["O", "C", "C", "C", "F", "C", "F", "H", "H", "H", "H", "H", "H"], "xyz": [[-1.657, 1.556, 0.731], [-1.185, 0.527, 1.158], [-0.275, -0.309, 0.393], [1.185, 0.056, 0.680], [2.029, -0.950, 0.183], [-0.646, -0.015, -1.042], [0.173, -0.699, -1.871], [-1.290, 0.339, 2.198], [-0.420, -1.326, 0.652], [1.323, 0.142, 1.763], [1.501, 1.006, 0.201], [-1.632, -0.331, -1.356], [-0.520, 1.013, -1.247]]}

***

Arrangement c

{"formula": "C4H6F2O", "method": "ωB97M-V/def2-TZVPD", "molar_mass_g_mol": 108.1, "smiles": "CC=C(F)F.C=O", "orbital_gap_ev": 9.725, "e_homo_ev": -9.13, "species": ["C", "C", "C", "F", "F", "H", "H", "H", "H", "C", "O", "H", "H"], "xyz": [[0.651, -1.926, -0.596], [0.323, -1.101, 0.630], [-0.715, -0.388, 0.822], [-1.968, -0.575, 0.224], [-0.919, 0.479, 1.808], [1.324, -2.756, -0.248], [-0.120, -2.368, -1.126], [1.458, -1.355, -1.116], [1.117, -0.909, 1.410], [-0.239, 2.742, -0.498], [-0.209, 1.557, -0.286], [-1.191, 3.183, -0.967], [0.488, 3.416, -0.058]]}

***

Which structure is the most stable? The one labeled arrangement b.